Entry 1:
ORCA calculation (wB97M-V/def2-TZVPD) on C29H29N6O4S2Tc as an isolated structure.

```
! wB97M-V def2-TZVPD RIJCOSX def2/J DEFGRID3
* xyz 3 4
Tc 0.02231 0.72658 0.77647
C -0.84148 3.47315 1.63500
C -1.75810 3.33266 0.41302
C -1.02701 3.04065 -0.93044
C -1.22209 3.89658 -1.99984
C -0.81292 3.51459 -3.31849
C -0.10050 2.30009 -3.47810
C 0.06860 1.51227 -2.31050
N -0.42606 1.82005 -1.10841
N -0.16058 2.23610 2.08574
C -0.94304 1.66374 3.21655
C -0.44871 0.20421 3.56880
C -0.64604 -0.50973 4.73214
C 0.07591 -1.70951 4.88795
C 0.67891 -2.24053 3.81937
C 0.74863 -1.52112 2.62556
N 0.15704 -0.38315 2.46378
C 1.24143 2.63572 2.55115
C 2.18757 2.57342 1.43538
C 3.23001 3.45423 1.24016
C 4.18734 3.28074 0.15462
C 3.87168 2.30604 -0.79609
C 2.78137 1.46021 -0.55994
N 1.95983 1.59686 0.52344
H -1.39536 3.90978 2.50645
H -0.05575 4.18508 1.42575
H -2.24015 4.35276 0.30313
H -2.59089 2.68586 0.55583
H -1.83985 4.78020 -1.88217
H -1.01512 4.20629 -4.13074
H 0.23032 2.05481 -4.46267
H 0.59577 0.56875 -2.40428
H -2.04932 1.67455 2.97197
H -0.85437 2.21244 4.18332
H -1.28919 -0.07236 5.49404
H -0.00188 -2.27227 5.79944
H 1.20511 -3.21500 3.90443
H 1.26537 -1.85288 1.72539
H 1.41529 1.93790 3.34878
H 1.18164 3.69753 2.96291
H 3.28211 4.37992 1.76294
H 5.03500 3.91821 0.00339
H 4.54872 2.15151 -1.65173
H 2.62763 0.64983 -1.35306
O 2.66955 -2.44910 0.24061
C 2.47710 -3.19372 -0.89246
C 3.42286 -4.18048 -1.23194
C 3.27976 -4.87589 -2.41421
C 2.10930 -4.68848 -3.19366
C 1.12826 -3.80384 -2.82777
C 1.32152 -2.97852 -1.64525
C 0.38129 -1.93656 -1.20799
O 0.59696 -1.05414 -0.38017
N -0.99893 -2.10954 -1.75168
N -1.63240 -2.73971 -0.95140
C -3.07688 -2.63509 -1.30452
S -3.64931 -1.58969 -2.49611
C -5.38201 -1.92544 -2.20627
C -5.48584 -3.37038 -1.75079
S -4.07122 -3.67672 -0.58200
H 3.53371 -2.72825 0.62133
H 4.33758 -4.19218 -0.65150
H 4.03779 -5.62397 -2.70251
H 2.09099 -5.26603 -4.15950
H 0.21921 -3.58938 -3.48589
H -5.96780 -1.87136 -3.09222
H -5.72658 -1.21696 -1.48608
H -5.42591 -4.15848 -2.52288
H -6.48459 -3.52736 -1.28285
O -1.92821 0.35633 0.88911
O -2.65534 0.40822 -0.22184
*
```

Energy relative to the best compared isomer or geometry (same formula, charge and spin): 0.0 kcal per mole
Orbital gap (spin up / spin down): 6.62 / 6.51 eV
LUMO (spin up / spin down): -9.70 / -9.70 eV
E: -71513.566 eV
⟨S²⟩: 3.766

Entry 2:
ORCA calculation (wB97M-V/def2-TZVPD) on one molecule with the formula C5H8O2.

```
! wB97M-V def2-TZVPD RIJCOSX def2/J DEFGRID3
* xyz 0 1
O 2.58486 0.29518 0.42004
C 1.69398 -0.47558 -0.35333
C 0.24465 -0.31669 0.02020
C -0.56933 0.96140 -0.19927
C -2.00553 0.44662 -0.18510
C -2.19645 -0.82720 0.10664
O -2.31879 -1.96476 0.36278
H 2.68009 1.14630 -0.01831
H 1.93533 -1.53084 -0.17098
H 1.81548 -0.30170 -1.43308
H 0.11326 -0.61594 1.06722
H -0.41459 1.70962 0.59181
H -0.30617 1.44715 -1.15102
H -0.25726 -1.04167 -0.62760
H -2.89986 1.03229 -0.34612
*
```

Energy relative to the best compared isomer or geometry (same formula, charge and spin): 41.4 kcal per mole
Orbital gap: 9.67 eV
LUMO: 0.75 eV
Structure (SMILES): O=C=CCCCO
E: -9408.036 eV

Entry 3:
ORCA calculation (wB97M-V/def2-TZVPD) on C24H24BrN5ReS3 as an isolated structure.

```
! wB97M-V def2-TZVPD RIJCOSX def2/J DEFGRID3
* xyz 2 2
Re -1.22000 -0.66679 -0.21831
C -3.49904 2.57491 1.14741
C -2.63649 3.54998 1.66386
C -1.29368 3.28453 1.73103
C -0.77980 2.05309 1.29707
N -1.61508 1.13734 0.74744
C -2.95587 1.41173 0.69432
N 0.56493 1.86539 1.50341
C 1.08786 0.71432 1.33684
N 0.44605 -0.43775 0.89670
C 1.24241 -1.53596 1.25792
N 0.88251 -2.75739 1.33708
C -0.46017 -3.08789 1.39320
C -0.77278 -4.37462 1.83102
C -2.06856 -4.68784 2.15696
C -3.06128 -3.70500 2.05913
C -2.72151 -2.49112 1.54528
N -1.44427 -2.18395 1.17403
C 2.56666 -1.02153 1.65453
C 3.71309 -1.67993 2.05630
C 4.77537 -0.88899 2.48194
C 4.67512 0.50252 2.52921
C 3.50408 1.15400 2.15840
C 2.46513 0.36013 1.71119
H -4.56603 2.72938 1.07997
H -3.02550 4.49822 2.01235
H -0.58381 3.98851 2.14167
H -3.57474 0.64274 0.24231
H 0.04197 -5.07474 1.94540
H -2.31659 -5.67975 2.51088
H -4.08343 -3.89692 2.35094
H -3.46840 -1.72274 1.39046
H 3.78161 -2.75973 2.04056
H 5.69600 -1.36064 2.79944
H 5.52159 1.08065 2.87517
H 3.40757 2.23018 2.21652
C 2.02624 1.01864 -2.52318
C 2.00711 -0.37349 -1.92109
S 0.43846 -1.27968 -1.76669
C -0.26254 -1.13020 -3.41580
C -1.05911 0.14815 -3.67665
S -1.85289 0.82215 -2.19040
C -1.45059 2.58676 -2.30533
C -0.00972 2.99896 -2.58732
S 1.16184 2.20759 -1.48603
H 1.61754 1.00658 -3.53237
H 3.06877 1.32499 -2.60825
H 2.45749 -0.40332 -0.92742
H 2.57243 -1.06940 -2.54686
H -0.89888 -2.00156 -3.51323
H 0.55258 -1.24914 -4.13271
H -1.84325 -0.08000 -4.39682
H -0.44988 0.94058 -4.10076
H -1.81712 3.00959 -1.36772
H -2.11278 2.95193 -3.09348
H 0.07576 4.07540 -2.44114
H 0.26379 2.81678 -3.62603
Br -2.71014 -2.08564 -1.59234
*
```

Orbital gap (spin up / spin down): 6.51 / 6.50 eV
LUMO (spin up / spin down): -7.51 / -7.69 eV
E: -137393.823 eV
⟨S²⟩: 0.758

Entry 4:
ORCA calculation (wB97M-V/def2-TZVPD) on CH4N3OS as an isolated structure.

```
! wB97M-V def2-TZVPD RIJCOSX def2/J DEFGRID3
* xyz 1 1
C 1.51747 -0.83447 -0.11584
N 2.31327 -0.15442 0.40155
N -2.22906 -0.43035 -0.70199
N -0.48943 1.06108 0.06869
O 0.58063 -1.39808 -0.51758
S -1.19853 -0.37329 0.40809
H 3.26908 0.09490 0.62637
H -2.86445 -1.33153 -0.83738
H 0.08960 1.35634 0.86657
H -0.98857 2.00982 -0.19848
*
```

Energy relative to the best compared isomer or geometry (same formula, charge and spin): 40.7 kcal per mole
Orbital gap: 9.86 eV
LUMO: -6.04 eV
E: -18445.293 eV

Entry 5:
ORCA calculation (wB97M-V/def2-TZVPD) on a 3-piece molecular cluster, C2H10O2S2 overall.

```
! wB97M-V def2-TZVPD RIJCOSX def2/J DEFGRID3
* xyz -1 2
C 1.48176 1.16517 -0.00627
S 0.63308 1.45696 1.64923
S 0.72493 -0.49255 2.49597
C -1.01088 -0.71148 2.84722
H 2.49811 0.78332 -0.00808
H 0.76043 0.55746 -0.54752
H 1.41796 2.18602 -0.37105
H -1.62460 -0.40724 1.98995
H -1.23246 -1.72376 3.17958
H -1.46376 -0.06713 3.62038
H 0.19703 -1.19489 -2.92226
H 1.33990 -1.94685 -3.67419
O 0.76501 -1.97450 -2.90091
H -2.01258 0.20850 -1.69868
H -1.20543 1.47716 -1.53926
O -1.26849 0.68380 -2.11410
*
```

Energy relative to the best compared isomer or geometry (same formula, charge and spin): 27.4 kcal per mole
Orbital gap (spin up / spin down): 2.81 / 7.36 eV
LUMO (spin up / spin down): 3.36 / 3.31 eV
E: -28000.716 eV
⟨S²⟩: 0.753

Entry 6:
ORCA calculation (wB97M-V/def2-TZVPD) on CH2N4O2 as an isolated structure.

```
! wB97M-V def2-TZVPD RIJCOSX def2/J DEFGRID3
* xyz 0 1
C -1.31450 -1.23819 -2.07920
N 1.02263 0.86624 -0.33017
N -0.10938 0.89796 2.20747
N 1.51784 0.05997 0.43896
N 0.51571 -0.08969 2.02823
O -0.19994 -1.13574 -2.37154
O -2.39347 -1.32500 -1.77058
H 1.61700 0.95614 -1.20109
H -0.65589 1.00832 3.07792
*
```

Energy relative to the best compared isomer or geometry (same formula, charge and spin): 49.9 kcal per mole
Orbital gap: 8.71 eV
LUMO: 0.55 eV
E: -11121.459 eV

Entry 7:
ORCA calculation (wB97M-V/def2-TZVPD) on one molecule with the formula C11H15N5O3.

```
! wB97M-V def2-TZVPD RIJCOSX def2/J DEFGRID3
* xyz 0 1
O 1.43532 -1.40167 -1.99462
O -2.72541 0.89315 4.85157
O -0.77439 1.80202 5.28515
N -0.81156 1.82244 -2.93890
C 0.70894 -0.82867 -1.19442
C 0.13501 1.02422 -2.69403
C -1.82016 -0.31592 2.54147
C 0.37150 0.44585 3.16991
C 0.09151 -0.86556 1.11788
C -1.00317 0.44160 3.47168
C -1.28217 -0.98038 1.38966
C 0.91385 -0.17274 2.04868
N 0.05801 0.36378 -1.50285
N 0.65646 -1.48139 -0.00900
N 1.08866 0.79947 -3.64692
N -1.51686 1.06492 4.60992
C -2.22864 -1.73603 0.48160
C 2.39802 -0.18383 1.81675
C 0.87779 1.03812 -5.06946
H -0.69088 2.25260 -3.82692
H -2.88380 -0.40309 2.72288
H 1.06988 0.96285 3.81343
H -0.71038 0.66656 -0.90289
H 1.43009 -2.13257 0.09647
H 1.74751 0.04025 -3.39903
H -2.25717 -1.23626 -0.48499
H -3.26586 -1.77580 0.88577
H -1.88795 -2.76972 0.34893
H 2.67701 0.42657 0.95058
H 2.99056 0.13348 2.68123
H 2.73800 -1.20340 1.61396
H 1.59839 0.42846 -5.64486
H 1.01606 2.13651 -5.25242
H -0.14420 0.74416 -5.33623
*
```

Energy relative to the best compared isomer or geometry (same formula, charge and spin): 29.7 kcal per mole
Orbital gap: 7.73 eV
LUMO: -1.17 eV
Structure (SMILES): [H]/N=C(\NC)NC(=O)Nc1c(C)cc([N+](=O)[O-])cc1C
E: -25241.031 eV

Entry 8:
ORCA calculation (wB97M-V/def2-TZVPD) on a 3-piece molecular cluster, C25H48BBrO8 overall.

```
! wB97M-V def2-TZVPD RIJCOSX def2/J DEFGRID3
* xyz 0 1
C -0.58271 -2.28610 1.72901
C 0.43504 -2.99468 0.60753
O 1.83466 -3.03334 1.05872
C 0.26052 -2.12886 -0.80438
B 0.94468 -0.62904 -0.73082
Br 2.94505 -0.28583 -0.54568
C -0.02313 0.69633 -0.84378
C -0.53929 1.30582 0.58734
C -0.47921 2.97644 0.55936
O -1.83374 0.78956 1.05812
C -2.93499 1.11224 0.13375
C -3.49103 -0.36153 -0.42860
C -3.34270 -0.86729 -1.98422
C -3.92703 -2.40106 -2.30302
C -4.60322 -3.38421 -1.16653
C -4.75829 -2.80922 0.36464
C -4.20410 -1.31175 0.74898
H -0.97161 -3.04971 2.52868
H -1.49476 -1.87354 1.11442
H -0.01764 -1.43396 2.31310
H 0.00149 -4.06174 0.40105
H 2.00623 -2.38813 1.81834
H 0.76751 -2.73802 -1.69722
H -0.89362 -2.07362 -1.10469
H 0.64111 1.54882 -1.35057
H -0.86637 0.44795 -1.61595
H 0.26450 0.99203 1.41226
H -0.96835 3.41071 1.55771
H -0.96700 3.43009 -0.40539
H 0.68198 3.23302 0.66359
H -3.84151 1.67427 0.64341
H -2.60762 1.76852 -0.77919
H -2.83996 -0.18499 -2.82363
H -3.86661 -2.85275 -3.40580
H -4.98804 -4.48167 -1.37440
H -5.23052 -3.46573 1.21567
H -4.30610 -0.91421 1.85485
C 0.42262 8.94441 2.01627
O 0.53738 7.70030 2.69284
C 1.53000 7.68185 3.71322
C 0.96966 7.18933 5.05615
O -0.01884 8.00900 5.68912
C -1.25524 8.20990 4.99994
C -2.13510 6.97158 4.77091
O -1.52649 6.02050 3.90506
C -1.43226 4.71195 4.45225
H 1.02631 8.91433 1.10048
H -0.62211 9.08685 1.74116
H 0.72753 9.79394 2.63392
H 1.99799 8.66593 3.84876
H 2.30636 6.99070 3.38813
H 1.80808 7.14499 5.75942
H 0.60828 6.16237 4.98075
H -1.08461 8.75069 4.07309
H -1.82896 8.89967 5.63038
H -3.06734 7.28716 4.28900
H -2.38996 6.52890 5.73852
H -1.35836 4.71683 5.54847
H -0.52486 4.24542 4.05988
H -2.29193 4.11850 4.13394
C 1.85261 -5.38900 -6.64565
O 1.54464 -5.58781 -5.27293
C 1.20230 -6.92935 -4.94141
C 2.03858 -7.46693 -3.77023
O 3.44504 -7.61897 -3.99025
C 4.20379 -6.44105 -4.27454
C 4.28546 -5.37992 -3.16668
O 3.02244 -4.79128 -2.87868
C 2.64651 -4.86094 -1.50958
H 0.95430 -5.03995 -7.17026
H 2.61882 -4.61719 -6.71399
H 2.23816 -6.29074 -7.12977
H 1.30028 -7.60309 -5.80295
H 0.15438 -6.92532 -4.64485
H 1.66704 -8.47166 -3.54220
H 1.86486 -6.88753 -2.86191
H 3.88166 -6.00546 -5.21640
H 5.22592 -6.79289 -4.45858
H 4.94255 -4.57016 -3.50345
H 4.73333 -5.82714 -2.27416
H 3.07670 -5.73250 -0.99725
H 1.55811 -4.95068 -1.46146
H 2.94066 -3.94032 -1.00117
*
```

Orbital gap: 8.70 eV
LUMO: 0.06 eV
Structure (SMILES): C[C@H](O)CB(Br)C[C@@H](C)OCc1ccccc1.COCCOCCOC.COCCOCCOC
E: -113787.453 eV

Copy entry 1 word for word.
ORCA calculation (wB97M-V/def2-TZVPD) on C29H29N6O4S2Tc as an isolated structure.

```
! wB97M-V def2-TZVPD RIJCOSX def2/J DEFGRID3
* xyz 3 4
Tc 0.02231 0.72658 0.77647
C -0.84148 3.47315 1.63500
C -1.75810 3.33266 0.41302
C -1.02701 3.04065 -0.93044
C -1.22209 3.89658 -1.99984
C -0.81292 3.51459 -3.31849
C -0.10050 2.30009 -3.47810
C 0.06860 1.51227 -2.31050
N -0.42606 1.82005 -1.10841
N -0.16058 2.23610 2.08574
C -0.94304 1.66374 3.21655
C -0.44871 0.20421 3.56880
C -0.64604 -0.50973 4.73214
C 0.07591 -1.70951 4.88795
C 0.67891 -2.24053 3.81937
C 0.74863 -1.52112 2.62556
N 0.15704 -0.38315 2.46378
C 1.24143 2.63572 2.55115
C 2.18757 2.57342 1.43538
C 3.23001 3.45423 1.24016
C 4.18734 3.28074 0.15462
C 3.87168 2.30604 -0.79609
C 2.78137 1.46021 -0.55994
N 1.95983 1.59686 0.52344
H -1.39536 3.90978 2.50645
H -0.05575 4.18508 1.42575
H -2.24015 4.35276 0.30313
H -2.59089 2.68586 0.55583
H -1.83985 4.78020 -1.88217
H -1.01512 4.20629 -4.13074
H 0.23032 2.05481 -4.46267
H 0.59577 0.56875 -2.40428
H -2.04932 1.67455 2.97197
H -0.85437 2.21244 4.18332
H -1.28919 -0.07236 5.49404
H -0.00188 -2.27227 5.79944
H 1.20511 -3.21500 3.90443
H 1.26537 -1.85288 1.72539
H 1.41529 1.93790 3.34878
H 1.18164 3.69753 2.96291
H 3.28211 4.37992 1.76294
H 5.03500 3.91821 0.00339
H 4.54872 2.15151 -1.65173
H 2.62763 0.64983 -1.35306
O 2.66955 -2.44910 0.24061
C 2.47710 -3.19372 -0.89246
C 3.42286 -4.18048 -1.23194
C 3.27976 -4.87589 -2.41421
C 2.10930 -4.68848 -3.19366
C 1.12826 -3.80384 -2.82777
C 1.32152 -2.97852 -1.64525
C 0.38129 -1.93656 -1.20799
O 0.59696 -1.05414 -0.38017
N -0.99893 -2.10954 -1.75168
N -1.63240 -2.73971 -0.95140
C -3.07688 -2.63509 -1.30452
S -3.64931 -1.58969 -2.49611
C -5.38201 -1.92544 -2.20627
C -5.48584 -3.37038 -1.75079
S -4.07122 -3.67672 -0.58200
H 3.53371 -2.72825 0.62133
H 4.33758 -4.19218 -0.65150
H 4.03779 -5.62397 -2.70251
H 2.09099 -5.26603 -4.15950
H 0.21921 -3.58938 -3.48589
H -5.96780 -1.87136 -3.09222
H -5.72658 -1.21696 -1.48608
H -5.42591 -4.15848 -2.52288
H -6.48459 -3.52736 -1.28285
O -1.92821 0.35633 0.88911
O -2.65534 0.40822 -0.22184
*
```

Energy relative to the best compared isomer or geometry (same formula, charge and spin): 0.0 kcal per mole
Orbital gap (spin up / spin down): 6.62 / 6.51 eV
LUMO (spin up / spin down): -9.70 / -9.70 eV
E: -71513.566 eV
⟨S²⟩: 3.766